[1]
# C18H20IrNO6STe

A structure of composition C18H20IrNO6STe (ωB97M-V/def2-TZVPD, the OMol25 dataset).

Computed properties:
Orbital gap   0.2484 hartree
F_max   0.003 Eh/bohr
Net charge   0
Energy above the lowest of the compared OMol25 structures with the same formula, charge and spin   0.6 kJ/mol
Energy   -1974.675487 Eh
HOMO level   -7.421 eV

Geometry as XYZ:
```
48
Properties=species:S:1:pos:R:3:forces:R:3
H 5.520401 0.771894 -4.755843 0.0 0.0 0.0
H -2.935034 -1.158134 -0.130680 0.0 0.0 0.0
C 2.414454 -1.168952 -3.532387 0.0 0.0 0.0
H -3.543433 1.782922 0.443772 0.0 0.0 0.0
O 0.566840 0.427205 3.909824 0.0 0.0 -0.1
Te -0.270061 -2.302358 0.380460 0.0 0.0 0.0
S -3.028826 -2.985576 2.110564 0.0 0.0 0.0
H -4.057839 -3.295544 4.311574 0.0 0.0 0.0
C 2.659417 1.467768 -0.753230 0.0 0.0 0.0
H -0.732896 2.725042 2.131672 0.0 0.0 0.0
H 2.510255 2.428081 -1.252998 0.0 0.0 0.0
C 4.652095 0.227229 -4.410598 0.0 0.0 0.0
C 4.208178 -0.890001 -5.103084 0.0 0.0 0.0
H -1.804447 -0.552967 2.678343 0.0 0.1 0.0
H 2.148286 1.483926 0.203635 0.0 0.0 0.0
C -1.544224 2.551065 1.425423 0.0 0.0 0.1
H 1.543775 -1.702905 -3.177739 0.0 0.0 0.0
C -1.326073 -2.736168 2.135943 0.0 0.0 0.0
H 3.728297 1.326055 -0.598359 0.0 0.0 0.0
C -1.451944 0.475849 2.645971 -0.1 0.0 0.0
N -1.778969 1.073870 1.329314 -0.1 0.0 0.0
C 0.080409 0.499590 2.806436 0.1 -0.1 0.1
H 4.735258 -1.219160 -5.989140 0.0 0.0 0.0
O -0.448691 2.311311 -0.654468 0.1 0.0 0.0
C -3.116857 -3.116920 3.816122 0.0 -0.1 0.0
C 2.859072 -0.048966 -2.827546 0.0 0.0 0.0
H -4.050866 -0.063939 -0.979901 0.0 0.0 0.0
O -1.370994 4.298075 -0.177435 0.0 -0.1 0.0
O 1.047202 -0.185321 -1.385904 0.0 0.1 0.0
C -1.882580 -3.007061 4.380276 0.0 0.0 0.0
C 3.090336 -1.588583 -4.662929 0.0 0.0 0.0
H 2.748389 -2.461132 -5.203077 0.0 0.0 0.0
H 4.333679 1.517720 -2.738726 0.0 0.0 0.0
H -1.705951 -3.068895 5.444245 0.0 0.0 0.0
H 0.182847 -2.632885 3.666060 0.0 0.0 0.0
C -1.108855 3.145424 0.091317 -0.1 0.1 0.0
O 0.767507 0.619426 1.692698 0.1 0.0 0.0
Ir -0.381034 0.329774 0.052713 0.0 0.2 0.0
O -2.006344 0.180397 -1.320601 -0.1 -0.1 0.0
C -3.144376 0.819892 0.767557 0.0 0.0 0.0
H -1.905360 1.043371 3.461086 0.0 0.0 0.0
C 2.118426 0.385889 -1.624472 0.0 0.0 0.0
C -3.112545 -0.127861 -0.426909 0.0 0.0 0.0
H -2.437796 3.048151 1.801579 0.0 0.0 0.0
C -0.857195 -2.787261 3.417606 0.0 0.0 0.0
H -2.086953 1.085833 -1.667370 0.0 0.0 0.0
H -3.807964 0.429816 1.541098 0.0 -0.1 0.0
C 3.982963 0.645035 -3.271893 0.0 0.0 0.0
```
Positions in Å, forces in eV/Å.

=====

[2]
# C18H20N2O4

The molecule C18H20N2O4 (ωB97M-V/def2-TZVPD, the OMol25 dataset).

Computed properties:
Orbital gap   0.3480 hartree
F_max   0.013 Eh/bohr
Net charge   0
Energy above the lowest of the compared OMol25 structures with the same formula, charge and spin   87.4 kJ/mol
Energy   -1108.413980 Eh
HOMO level   -9.052 eV
SMILES string   COc1ccc(CN(Cc2ccncc2)C(=O)CCC(=O)O)cc1

Geometry as XYZ:
```
44
Properties=species:S:1:pos:R:3:forces:R:3
C -2.381746 0.248073 0.911294 0.3 -0.2 0.0
C 1.020033 2.265801 -0.695783 0.0 0.2 0.1
H 1.416792 -2.407630 0.934913 0.0 0.0 0.0
C -3.951371 -1.240043 -0.134549 0.2 0.0 0.0
H 3.624237 -0.868762 1.286513 0.0 0.0 0.1
H -0.426940 0.901327 -1.509185 0.1 0.0 0.0
H 0.510248 -0.827056 1.584959 0.0 0.1 -0.1
H -4.488680 0.542968 0.951469 -0.1 0.0 0.0
C 2.652840 3.790513 0.145844 0.2 -0.3 -0.1
N 0.945451 -0.149861 -0.349695 -0.2 0.2 -0.1
O -5.186390 -1.671307 -0.495353 0.3 -0.2 -0.1
H 2.367399 -3.055913 -0.394926 -0.1 0.1 0.0
H -0.239118 5.185441 0.447996 -0.1 0.0 0.0
C 0.475133 4.415640 0.186477 -0.3 -0.1 0.0
C 3.530439 -1.929893 1.036255 0.2 -0.1 -0.1
C 0.103014 -0.153811 0.830041 -0.2 -0.2 0.3
H 3.520646 -2.488704 1.972744 0.1 0.1 -0.1
C -1.586256 -1.683357 -0.246794 -0.1 0.1 0.1
C 2.351105 2.564397 -0.424745 -0.2 0.1 0.0
C -3.689013 -0.093447 0.607655 -0.4 -0.1 -0.1
H 3.129383 1.856047 -0.663559 0.1 -0.1 0.0
O 4.863946 -2.096930 -1.000023 0.0 0.1 -0.6
C 2.231723 -2.183493 0.250925 0.0 0.1 0.0
H 4.059138 -1.633250 -1.366139 0.2 -0.1 0.3
H 3.674619 4.064052 0.372611 0.1 -0.1 0.0
H -6.289867 0.087745 -0.511703 0.0 0.0 0.0
C 0.642540 0.932064 -1.279709 0.1 0.1 -0.3
C -6.309421 -0.923550 -0.093124 -0.2 0.1 0.1
H -0.770763 -2.303044 -0.589967 0.1 -0.1 -0.1
C 1.932858 -1.003530 -0.653188 0.0 -0.4 0.2
H -3.096543 -2.915320 -1.138094 0.0 -0.1 -0.1
C 0.060298 3.219037 -0.378904 0.2 -0.1 -0.1
H -6.384100 -0.865958 0.997385 0.0 0.0 0.0
C 4.810851 -2.341663 0.295748 -0.3 0.1 0.5
H 1.217391 0.745943 -2.190464 -0.2 0.0 0.1
H 0.117699 0.856651 1.254279 0.0 -0.1 0.0
H -0.985844 3.032523 -0.572035 -0.1 0.0 0.0
O 5.721607 -2.856245 0.886344 0.1 0.0 0.0
O 2.633918 -0.829750 -1.652003 0.3 0.0 -0.3
C -2.880943 -2.030740 -0.560780 -0.2 0.0 0.0
N 1.738654 4.696420 0.448700 0.1 0.5 0.2
H -7.173452 -1.457427 -0.484825 0.0 0.1 0.1
C -1.318733 -0.537444 0.496864 0.0 0.2 0.1
H -2.192790 1.143471 1.486527 0.0 0.1 0.1
```
Positions in Å, forces in eV/Å.

=====

[3]
# C18H20N2O4

A cluster of 2 separate species, C18H20N2O4 in total in a non-equilibrium geometry (ωB97M-V/def2-TZVPD, the OMol25 dataset).

Computed properties:
Orbital gap   0.2272 hartree
F_max   0.078 Eh/bohr
Net charge   0
Energy above the lowest of the compared OMol25 structures with the same formula, charge and spin   615.9 kJ/mol
Energy   -1108.212684 Eh
HOMO level   -7.235 eV

Geometry as XYZ:
```
44
Properties=species:S:1:pos:R:3:forces:R:3
C 0.411817 1.832067 -2.590438 -0.4 -0.2 -0.3
H 4.233233 -0.672921 0.126770 0.0 0.2 -0.4
H -0.231163 3.814715 -2.998027 -0.1 -0.3 0.0
C -5.285538 -0.378954 2.380080 -0.5 -0.1 0.0
H -5.779507 0.082468 1.513617 0.2 -0.1 0.1
H -3.006430 0.602735 -3.826709 0.2 0.1 0.0
C -3.801740 -0.188038 2.318062 0.3 0.2 -0.2
H 5.537194 -2.779917 -1.578492 -0.1 -0.2 -0.1
H -5.722469 0.096905 3.268599 0.2 -0.1 -0.1
N 2.713069 -0.087186 2.346326 3.7 1.6 -0.2
C -1.103785 0.075205 -3.080662 0.7 0.4 0.3
H 0.706522 1.521158 1.815212 0.0 -0.4 0.1
O 3.030778 -1.349223 -1.431068 0.1 0.7 0.1
C -3.275234 1.112162 2.268690 -0.2 -0.4 0.2
C -1.550100 -1.098381 2.209789 0.1 0.9 0.0
C -1.797696 2.368628 -3.423259 0.2 -0.2 0.1
H -5.559515 -1.439773 2.394298 0.1 0.2 0.0
C -0.525423 2.766783 -3.015002 -0.1 -0.5 0.1
C 2.325227 -0.183835 -1.657280 0.5 0.3 0.2
C -1.912622 1.311434 2.179305 0.9 -0.3 -0.1
O 3.635619 -0.957553 2.440709 -2.7 1.6 -0.1
C -2.928893 -1.281973 2.288932 0.2 0.1 0.1
H -0.880564 -1.960552 2.234640 -0.3 0.2 -0.1
H -1.493664 2.322476 2.187579 -0.2 -0.3 -0.1
C -1.007709 0.217478 2.119351 -1.7 -0.6 -0.2
H 5.790793 -2.364582 0.104089 0.0 0.0 0.0
N 0.115492 0.480550 -2.550665 -0.2 0.3 0.1
C 5.026862 -2.465101 -0.669268 0.3 -0.1 -0.1
H -3.347686 -2.291600 2.355819 0.2 0.4 -0.1
H 1.169627 -1.512909 2.321759 0.2 0.1 0.2
C 0.962206 -0.464035 -1.979398 0.2 0.0 -0.6
H 4.327633 -3.231226 -0.340395 -0.1 0.0 0.0
H 1.415578 2.091994 -2.289496 -0.1 -0.1 0.2
H 0.683216 -1.504716 -2.098630 -0.2 0.3 0.0
C 1.373812 -0.455682 2.223856 -2.4 0.4 -0.5
H 4.955695 -0.480199 -1.509154 -0.4 -0.1 0.2
C 4.351933 -1.133593 -0.862144 -0.2 0.2 0.3
C 0.402213 0.485705 1.984444 1.8 -1.0 0.9
O 2.873861 0.919447 -1.552693 -0.5 -0.8 -0.1
H -3.962592 1.958519 2.326317 0.2 -0.2 0.0
C -2.052867 0.993572 -3.482471 0.2 -0.2 0.2
H -2.569094 3.088970 -3.677574 0.2 -0.1 -0.1
H -1.206324 -1.007163 -3.133764 -0.2 0.4 0.1
O 2.958247 1.146156 2.338338 -0.1 -2.3 0.1
```
Positions in Å, forces in eV/Å.